{
  "formula": "C4H12",
  "method": "ωB97M-V/def2-TZVPD",
  "species": ["C", "C", "H", "H", "H", "H", "H", "H", "C", "C", "H", "H", "H", "H", "H", "H"],
  "xyz": [[-1.314, 2.112, -0.152], [-0.947, 1.831, 1.297], [-0.689, 1.674, -0.930], [-2.309, 1.693, -0.334], [-1.281, 3.184, -0.284], [-1.775, 2.250, 1.898], [-0.885, 0.818, 1.694], [-0.086, 2.361, 1.687], [0.445, -2.235, -0.626], [1.875, -1.749, -0.587], [-0.232, -1.585, -1.186], [0.378, -3.241, -1.018], [-0.082, -2.211, 0.322], [2.164, -1.239, -1.501], [2.593, -2.563, -0.531], [2.145, -1.097, 0.251]],
  "smiles": "CC.CC",
  "e_above_lowest_kcal_mol": 8.12,
  "homo_ev": -11.61,
  "molar_mass_g_mol": 60.140,
  "lumo_energy_ev": 1.107,
  "homo_lumo_gap_ev": 12.7,
  "charge": 0,
  "spin_multiplicity": 1
}